No. 1
A 3-piece molecular cluster, C26H48FNO8P overall. Source: the OMol25 dataset; level of theory: ωB97M-V/def2-TZVPD.

Bonds (Å) are listed after each position.
Cartesian coordinates (Å):
1 C -1.29612 -2.01658 -5.65746  C2 1.525, H26 1.087, H27 1.087, H28 1.087
2 C -0.47463 -2.39828 -4.43053  C1 1.525, O3 1.441, H29 1.087, H30 1.090
3 O 0.24866 -3.61425 -4.70505  C2 1.441, P4 1.605
4 P 0.44113 -4.71212 -3.55014  O3 1.605, O5 1.467, C6 1.807, O23 1.598
5 O 0.84954 -5.99020 -4.14256  P4 1.467
6 C 1.65256 -4.04870 -2.38473  P4 1.807, C7 1.538, H31 1.089, H32 1.089
7 C 1.14485 -3.76119 -0.96204  C6 1.538, C8 1.535, H33 1.090, H34 1.086
8 C 0.23034 -2.53479 -0.83147  C7 1.535, C9 1.543, H35 1.088, H36 1.089
9 C 0.77871 -1.29571 -0.09427  C8 1.543, C10 1.557, C13 1.558, C22 1.533
10 C -0.40056 -0.27974 -0.05514  C9 1.557, C11 1.508, H37 1.095, H38 1.085
11 C -1.57494 -0.62672 0.82462  C10 1.508, F12 1.399, H39 1.088, H40 1.084
12 F -2.51732 0.39989 0.69749  C11 1.399
13 C 1.89197 -0.59920 -0.93314  C9 1.558, C14 1.537, H41 1.089, H42 1.091
14 C 3.35747 -0.68759 -0.47757  C13 1.537, C15 1.542, C16 1.533, N17 1.496
15 C 4.10531 0.53490 -1.04740  C14 1.542, H43 1.088, H44 1.086, H45 1.092
16 C 4.06766 -1.92575 -1.03685  C14 1.533, H46 1.086, H47 1.087, H48 1.086
17 N 3.53499 -0.64044 1.00744  C14 1.496, O18 1.273, C19 1.486
18 O 4.53828 -1.29194 1.44253  N17 1.273
19 C 2.31824 -0.63726 1.86035  N17 1.486, C20 1.540, C21 1.530, C22 1.532
20 C 1.78825 0.80326 1.98875  C19 1.540, H49 1.087, H50 1.087, H51 1.088
21 C 2.70755 -1.09193 3.26805  C19 1.530, H52 1.092, H53 1.084, H54 1.086
22 C 1.27915 -1.62384 1.31685  C9 1.533, C19 1.532, H55 1.090, H56 1.089
23 O -0.93433 -4.78163 -2.74045  P4 1.598, C24 1.448
24 C -2.02215 -5.37921 -3.48613  O23 1.448, C25 1.513, H57 1.090, H58 1.086
25 C -3.31607 -4.79139 -2.96711  C24 1.513, H59 1.090, H60 1.087, H61 1.087
26 H -2.30271 -2.42477 -5.60645  C1 1.087
27 H -1.35208 -0.93337 -5.73345  C1 1.087
28 H -0.80211 -2.40888 -6.54272  C1 1.087
29 H -1.13500 -2.52036 -3.57587  C2 1.087
30 H 0.25245 -1.61432 -4.21839  C2 1.090
31 H 2.40257 -4.83614 -2.33429  C6 1.089
32 H 2.11484 -3.18291 -2.85652  C6 1.089
33 H 0.57807 -4.64142 -0.65894  C7 1.090
34 H 2.00030 -3.72181 -0.29348  C7 1.086
35 H -0.70528 -2.85710 -0.37933  C8 1.088
36 H -0.02507 -2.19378 -1.83375  C8 1.089
37 H -0.78280 -0.23233 -1.08030  C10 1.095
38 H -0.05231 0.72080 0.17984  C10 1.085
39 H -1.30920 -0.63883 1.87942  C11 1.088
40 H -2.08193 -1.54106 0.53658  C11 1.084
41 H 1.61267 0.44503 -1.06195  C13 1.089
42 H 1.87731 -1.02468 -1.93756  C13 1.091
43 H 4.20743 0.45805 -2.12770  C15 1.088
44 H 5.07013 0.64221 -0.56066  C15 1.086
45 H 3.53330 1.44125 -0.83909  C15 1.092
46 H 3.80712 -2.83988 -0.51163  C16 1.086
47 H 3.84706 -1.99146 -2.09959  C16 1.087
48 H 5.14262 -1.80371 -0.93753  C16 1.086
49 H 1.93838 1.38978 1.08579  C20 1.087
50 H 2.29371 1.29705 2.81511  C20 1.087
51 H 0.73035 0.79633 2.24358  C20 1.088
52 H 1.84522 -0.91904 3.91494  C21 1.092
53 H 3.53381 -0.50719 3.65704  C21 1.084
54 H 2.93697 -2.15309 3.30594  C21 1.086
55 H 1.71763 -2.61980 1.37609  C22 1.090
56 H 0.46158 -1.61180 2.03607  C22 1.089
57 H -1.92228 -5.16809 -4.55089  C24 1.090
58 H -1.97387 -6.45800 -3.36793  C24 1.086
59 H -3.31851 -3.71825 -3.15813  C25 1.090
60 H -3.40147 -4.95212 -1.89563  C25 1.087
61 H -4.16888 -5.22217 -3.48504  C25 1.087
62 O -0.41845 3.12257 3.61546  C63 1.198
63 C -1.59961 3.14003 3.81299  O62 1.198, O64 1.355, C67 1.513
64 O -2.16661 4.01992 4.67283  C63 1.355, C65 1.442
65 C -3.58097 3.76267 4.78597  O64 1.442, C66 1.524, H68 1.092, H69 1.087
66 C -3.95089 3.00999 3.51352  C65 1.524, C67 1.529, H70 1.088, H71 1.090
67 C -2.66121 2.24664 3.21038  C63 1.513, C66 1.529, H72 1.092, H73 1.082
68 H -3.74704 3.16954 5.68753  C65 1.092
69 H -4.09649 4.71432 4.88647  C65 1.087
70 H -4.82921 2.37933 3.63091  C66 1.088
71 H -4.14942 3.72216 2.71192  C66 1.090
72 H -2.62105 1.28013 3.71665  C67 1.092
73 H -2.48797 2.10951 2.15139  C67 1.082
74 O -2.98107 7.08205 -0.16799  C75 1.194
75 C -2.17417 7.02174 0.71034  O74 1.194, O76 1.355, C79 1.519
76 O -2.44810 6.45331 1.90956  C75 1.355, C77 1.442
77 C -1.32819 6.60433 2.80453  O76 1.442, C78 1.523, H80 1.093, H81 1.083
78 C -0.12109 6.81765 1.90071  C77 1.523, C79 1.529, H82 1.088, H83 1.091
79 C -0.74783 7.54370 0.70994  C75 1.519, C78 1.529, H84 1.091, H85 1.086
80 H -1.51704 7.46413 3.45160  C77 1.093
81 H -1.24858 5.71247 3.41336  C77 1.083
82 H 0.68412 7.36209 2.38864  C78 1.088
83 H 0.27059 5.85160 1.57985  C78 1.091
84 H -0.78145 8.62476 0.85386  C79 1.091
85 H -0.26689 7.32158 -0.23806  C79 1.086

The charge is 0. The calculation puts the HOMO energy (alpha / beta) at -8.06 / -9.43 eV. The energy above the lowest of the compared OMol25 structures with the same formula, charge and spin comes out at 0.0 kcal per mole. As for the spin multiplicity: 2.

---

No. 2
A 6-piece molecular cluster, C26H48NO10 overall. Source: the OMol25 dataset; level of theory: ωB97M-V/def2-TZVPD.

Bonds (Å) are listed after each position.
Cartesian coordinates (Å):
1 N 3.79458 -1.60970 -1.32092  C2 1.507, H8 1.033, H9 1.046, H10 1.037
2 C 2.29974 -1.42586 -1.38294  N1 1.507, C3 1.556, C7 1.556
3 C 1.41032 -2.65511 -1.03813  C2 1.556, C4 1.559, H11 1.147
4 C -0.13242 -2.42976 -1.06269  C3 1.559, C5 1.557, H12 1.147
5 C -0.76654 -1.06370 -1.45716  C4 1.557, C6 1.572, H13 1.141
6 C 0.19822 0.13029 -1.79597  C5 1.572, C7 1.568, H14 1.147
7 C 1.75872 -0.01700 -1.76207  C2 1.556, C6 1.568, H15 1.148
8 H 4.18919 -2.05905 -2.16362  N1 1.033
9 H 3.97520 -2.25321 -0.51651  N1 1.046
10 H 4.20740 -0.67756 -1.13104  N1 1.037
11 H 1.83879 -3.68603 -0.77549  C3 1.147
12 H -0.78613 -3.32616 -0.77356  C4 1.147
13 H -1.89042 -0.87697 -1.51614  C5 1.141
14 H -0.20835 1.16573 -2.07408  C6 1.147
15 H 2.48627 0.83963 -1.99498  C7 1.148
16 O 3.87087 -4.24882 0.43954  C17 1.218
17 C 3.88585 -5.44500 0.21297  O16 1.218, O18 1.339, C21 1.502
18 O 2.77336 -6.17162 0.38110  C17 1.339, C19 1.439
19 C 2.63082 -7.54884 -0.01140  O18 1.439, C20 1.515, H22 1.092, H23 1.092
20 C 3.17355 -8.47728 1.05606  C19 1.515, H24 1.092, H25 1.092, H26 1.093
21 C 5.16156 -6.13950 -0.17135  C17 1.502, H27 1.092, H28 1.092, H29 1.088
22 H 3.07893 -7.72469 -0.99209  C19 1.092
23 H 1.55888 -7.72418 -0.12714  C19 1.092
24 H 4.24250 -8.32453 1.21863  C20 1.092
25 H 3.01321 -9.52054 0.77603  C20 1.092
26 H 2.67916 -8.28872 2.01222  C20 1.093
27 H 5.74500 -6.33796 0.72991  C21 1.092
28 H 5.72896 -5.48089 -0.83171  C21 1.092
29 H 5.01253 -7.06711 -0.71930  C21 1.088
30 O 0.39963 -6.68304 -3.87772  C31 1.211
31 C -0.64370 -6.11947 -3.63332  O30 1.211, O32 1.345, C35 1.504
32 O -1.74841 -6.83425 -3.35378  C31 1.345, C33 1.436
33 C -2.98603 -6.27263 -2.89153  O32 1.436, C34 1.515, H36 1.093, H37 1.093
34 C -3.82665 -5.77911 -4.05189  C33 1.515, H38 1.092, H39 1.092, H40 1.093
35 C -0.74581 -4.62177 -3.72269  C31 1.504, H41 1.092, H42 1.091, H43 1.088
36 H -2.80868 -5.49933 -2.13951  C33 1.093
37 H -3.51727 -7.08059 -2.38295  C33 1.093
38 H -3.32564 -4.97988 -4.60207  C34 1.092
39 H -4.78903 -5.40287 -3.69759  C34 1.092
40 H -4.00493 -6.58839 -4.76406  C34 1.093
41 H -0.87508 -4.33367 -4.76783  C35 1.092
42 H 0.18035 -4.18941 -3.33990  C35 1.091
43 H -1.55085 -4.19685 -3.12644  C35 1.088
44 O 1.40192 7.27247 0.28939  C45 1.209
45 C 1.41922 6.08513 0.06434  O44 1.209, O46 1.348, C49 1.504
46 O 0.30185 5.34975 0.22708  C45 1.348, C47 1.435
47 C 0.16628 3.97639 -0.16575  O46 1.435, C48 1.515, H50 1.093, H51 1.093
48 C 0.70606 3.04989 0.90400  C47 1.515, H52 1.092, H53 1.093, H54 1.093
49 C 2.69981 5.39347 -0.31405  C45 1.504, H55 1.092, H56 1.091, H57 1.088
50 H 0.62039 3.80180 -1.14496  C47 1.093
51 H -0.90494 3.79583 -0.28687  C47 1.093
52 H 1.77385 3.20635 1.07241  C48 1.092
53 H 0.55046 2.00544 0.62286  C48 1.093
54 H 0.20653 3.23641 1.85805  C48 1.093
55 H 3.27936 5.19610 0.58999  C49 1.092
56 H 3.26818 6.05431 -0.97099  C49 1.091
57 H 2.55623 4.46511 -0.86371  C49 1.088
58 O -3.10406 3.06870 -2.24450  C59 1.213
59 C -3.52894 4.08675 -1.74038  O58 1.213, O60 1.345, C63 1.503
60 O -3.98586 4.07689 -0.47560  C59 1.345, C61 1.436
61 C -4.35181 5.25114 0.26647  O60 1.436, C62 1.515, H64 1.093, H65 1.093
62 C -5.77409 5.67076 -0.04574  C61 1.515, H66 1.092, H67 1.092, H68 1.093
63 C -3.63387 5.35361 -2.54270  C59 1.503, H69 1.092, H70 1.092, H71 1.088
64 H -3.62954 6.05568 0.10755  C61 1.093
65 H -4.28255 4.97930 1.32255  C61 1.093
66 H -5.89486 5.93558 -1.09809  C62 1.092
67 H -6.06371 6.53117 0.56161  C62 1.092
68 H -6.46620 4.84897 0.15408  C62 1.093
69 H -4.53996 5.31699 -3.15070  C63 1.092
70 H -2.76218 5.42208 -3.19608  C63 1.092
71 H -3.63642 6.25995 -1.94087  C63 1.088
72 O 0.62730 1.72739 6.17046  C73 1.210
73 C 0.20783 2.85842 6.07896  O72 1.210, O74 1.347, C77 1.504
74 O -0.21184 3.32887 4.88825  C73 1.347, C75 1.436
75 C -0.87728 4.58675 4.69617  O74 1.436, C76 1.516, H78 1.093, H79 1.093
76 C 0.12512 5.71740 4.57856  C75 1.516, H80 1.092, H81 1.092, H82 1.093
77 C 0.22822 3.78415 7.26356  C73 1.504, H83 1.092, H84 1.091, H85 1.088
78 H -1.62089 4.76122 5.47763  C75 1.093
79 H -1.43102 4.50138 3.75762  C75 1.093
80 H 0.71560 5.82931 5.49014  C76 1.092
81 H -0.38291 6.66347 4.37861  C76 1.092
82 H 0.83090 5.51804 3.76811  C76 1.093
83 H 1.23115 4.20136 7.37318  C77 1.092
84 H -0.02360 3.20859 8.15604  C77 1.091
85 H -0.49741 4.59298 7.20644  C77 1.088

The charge is +1. The calculation puts the HOMO energy at -11.66 eV. The energy above the lowest of the compared OMol25 structures with the same formula, charge and spin comes out at 0.0 kcal per mole. As for the spin multiplicity: 1.